# 1
The following is a DFT calculation (ωB97M-V/def2-TZVPD) of a molecular structure, C32H80N2O15S7.

## Properties
Lowest unoccupied orbital energy   0.04 eV
ΔE to the lowest compared entry with this formula, charge and spin   5198.8 kJ/mol
Kohn-Sham gap   7.757 eV

Positions of all 136 atoms, in Å:
C 0.81 2.61 -3.71
S 2.02 1.87 -2.56
O 1.23 1.39 -1.37
C 2.59 0.55 -3.70
H 0.30 3.30 -3.04
H 0.10 1.87 -4.08
H 1.29 3.13 -4.55
H 2.91 0.98 -4.65
H 1.77 -0.12 -3.95
H 3.39 -0.11 -3.35
C -2.48 2.64 1.78
S -1.31 4.00 1.62
O -0.18 3.76 2.67
C -0.43 3.38 0.13
H -3.20 2.86 0.99
H -2.97 2.64 2.75
H -1.97 1.68 1.69
H 0.02 2.39 0.20
H 0.38 4.05 -0.14
H -1.31 3.38 -0.52
C -0.31 -3.87 1.89
S -0.31 -5.30 0.71
O -0.63 -6.60 1.39
C -1.72 -4.58 -0.31
H -0.12 -2.98 1.28
H 0.35 -4.17 2.70
H -1.26 -3.76 2.41
H -2.45 -5.26 -0.74
H -1.24 -4.10 -1.17
H -2.29 -3.75 0.09
C -2.82 -0.34 -2.79
S -1.26 0.53 -3.18
O -1.33 1.12 -4.59
C -1.41 1.99 -2.02
H -3.00 -1.11 -3.54
H -3.63 0.38 -2.86
H -2.67 -0.76 -1.79
H -0.39 2.13 -1.68
H -2.04 1.77 -1.16
H -1.86 2.90 -2.43
C 1.10 -1.84 3.26
S 0.85 -0.01 2.96
O -0.08 0.35 4.12
C 2.54 0.40 3.71
H 2.18 -1.93 3.16
H 0.53 -2.58 2.69
H 0.96 -1.98 4.33
H 2.57 1.49 3.83
H 3.44 -0.06 3.29
H 2.36 0.04 4.72
C 6.25 0.29 -0.59
S 5.11 1.52 -1.31
O 4.59 1.14 -2.68
C 3.74 1.35 -0.08
H 7.28 0.35 -0.93
H 5.86 -0.73 -0.57
H 6.24 0.51 0.48
H 3.62 0.28 0.11
H 2.78 1.82 -0.29
H 4.01 1.81 0.87
C 1.29 0.90 0.37
S -0.54 0.69 0.52
O -1.16 0.84 -0.89
C -0.69 -1.02 1.26
H 1.64 1.65 -0.34
H 1.65 -0.09 0.09
H 1.69 1.09 1.36
H 0.06 -1.75 0.97
H -1.64 -1.41 0.89
H -0.82 -0.98 2.35
C 4.28 4.38 -1.73
O 5.23 5.16 -1.67
N 3.58 4.08 -0.63
C 2.26 3.42 -0.66
C 4.05 4.50 0.62
H 3.97 3.97 -2.70
H 2.34 2.40 -0.29
H 1.70 3.29 -1.59
H 1.50 3.90 -0.05
H 3.49 4.17 1.49
H 5.01 4.03 0.84
H 4.28 5.56 0.67
C 1.32 -2.13 -0.91
O 1.12 -2.92 -0.01
N 0.41 -1.53 -1.71
C 0.76 -0.68 -2.76
C -0.97 -1.81 -1.43
H 2.34 -1.80 -1.18
H 0.33 0.32 -2.76
H 0.58 -0.99 -3.79
H 1.84 -0.55 -2.72
H -1.29 -2.83 -1.20
H -1.38 -0.96 -0.89
H -1.54 -1.74 -2.36
O -2.76 -2.66 1.04
C -3.49 -1.87 1.72
O -4.74 -1.58 1.44
C -5.37 -2.00 0.23
C -6.68 -1.23 -0.14
C -3.01 -1.47 3.08
H -5.63 -3.05 0.21
H -4.74 -1.72 -0.62
H -6.38 -0.20 -0.30
H -7.48 -1.39 0.57
H -7.05 -1.61 -1.10
H -2.00 -1.14 2.84
H -3.22 -2.33 3.72
H -3.56 -0.60 3.42
O -5.87 0.22 -1.94
C -5.50 1.26 -1.45
O -4.43 1.37 -0.62
C -3.97 0.24 0.08
C -2.76 0.66 0.94
C -5.98 2.59 -1.91
H -3.79 -0.60 -0.59
H -4.82 -0.04 0.71
H -2.35 -0.29 1.30
H -3.07 1.14 1.87
H -2.04 1.30 0.44
H -6.02 3.40 -1.18
H -6.93 2.49 -2.43
H -5.27 3.03 -2.60
O 2.36 -0.69 1.08
C 3.35 -1.34 1.43
O 3.39 -2.66 1.78
C 2.32 -3.51 1.42
C 2.39 -5.08 1.70
C 4.62 -0.60 1.74
H 2.08 -3.28 0.38
H 1.50 -3.17 2.05
H 3.11 -5.67 1.13
H 1.39 -5.51 1.70
H 2.63 -5.16 2.76
H 4.93 -0.80 2.76
H 4.39 0.47 1.73
H 5.34 -0.78 0.94

Results of the Mulliken charge analysis, in e, for atoms 1 through 8:
1. C -0.7847
2. S 1.8847
3. O -0.8537
4. C -1.1461
5. H 0.1511
6. H 0.4011
7. H 0.5083
8. H 0.5996


# 2
The following is a DFT calculation (ωB97M-V/def2-TZVPD) of a gas-phase ion, C5H10N (charge +1).

## Properties
2S+1   3
Lowest unoccupied orbital energy (spin up / spin down)   -3.99 / -7.90 eV
ΔE to the lowest compared entry with this formula, charge and spin   170.4 kJ/mol
Charge   +1
Kohn-Sham gap (spin up / spin down)   7.591 / 7.593 eV

Positions of all 16 atoms, in Å:
C 0.37 0.19 -0.29
C -0.84 0.24 0.36
C -2.20 0.24 -0.29
C -0.89 0.42 1.81
C 2.42 -0.84 -1.14
N 1.50 0.25 -0.98
H -2.52 -0.73 -0.13
H -2.11 0.33 -1.43
H -2.91 0.87 0.20
H 0.08 0.68 2.19
H -1.26 -0.47 2.11
H -1.45 1.23 2.02
H 2.88 -0.83 -2.19
H 3.24 -0.97 -0.30
H 1.91 -1.80 -0.93
H 1.80 1.19 -1.01

Results of the natural (NBO) charge analysis, in e, for atoms 1 through 8:
1. C 0.3871
2. C 0.2831
3. C -0.6925
4. C -0.6716
5. C -0.4372
6. N -0.5994
7. H 0.2787
8. H 0.2643


# 3
The following is a DFT calculation (ωB97M-V/def2-TZVPD) of 7 unconnected molecules or ions with the total composition C5H23NO8.

## Properties
SMILES string   CC[C@@H](C)NC(=O)O.O.O.O.O.O.O
Lowest unoccupied orbital energy   -0.02 eV
ΔE to the lowest compared entry with this formula, charge and spin   70.6 kJ/mol
Kohn-Sham gap   10.280 eV

Positions of all 37 atoms, in Å:
C 0.67 -0.27 3.74
C 1.06 -0.35 2.26
C -0.08 0.12 1.36
C -0.44 1.59 1.45
N 0.32 -0.23 -0.02
C -0.31 -1.22 -0.68
O -1.05 -2.07 -0.22
O 0.11 -1.22 -1.97
H 1.57 -0.41 4.33
H -0.04 -1.07 4.00
H 0.05 0.57 4.01
H 1.93 0.29 2.16
H 1.30 -1.37 2.03
H -0.95 -0.48 1.62
H 0.35 2.26 1.82
H -1.36 1.79 1.98
H -0.58 2.07 0.47
H 0.59 0.47 -0.71
H -0.03 -2.07 -2.41
O -0.59 -3.70 2.30
H -0.14 -3.20 2.99
H -0.31 -3.29 1.48
O -3.96 -1.94 0.43
H -3.45 -2.70 0.70
H -3.40 -1.43 -0.15
O 0.73 2.19 -4.37
H 1.65 1.95 -4.45
H 0.21 1.46 -4.74
O 0.25 2.48 -1.54
H 0.16 2.55 -2.50
H 1.02 3.02 -1.34
O 2.79 1.44 -0.99
H 2.57 1.06 -0.14
H 3.29 0.85 -1.55
O -1.44 0.13 -4.13
H -1.71 0.96 -3.71
H -0.77 -0.24 -3.54

Results of the natural (NBO) charge analysis, in e, for atoms 1 through 8:
1. C -0.6182
2. C -0.3869
3. C -0.0659
4. C -0.6610
5. N -0.6550
6. C 0.8919
7. O -0.6836
8. O -0.7368


# 4
The following is a DFT calculation (ωB97M-V/def2-TZVPD) of 2 unconnected molecules or ions with the total composition C5H15NO.

## Properties
SMILES string   CCCNCC.O
Lowest unoccupied orbital energy   0.98 eV
ΔE to the lowest compared entry with this formula, charge and spin   117.2 kJ/mol
Kohn-Sham gap   10.282 eV

Positions of all 22 atoms, in Å:
C -1.65 -0.51 -2.51
C -0.40 -0.04 -1.79
C -0.13 -0.81 -0.50
N 1.00 -0.21 0.24
C 1.25 -0.78 1.55
C 0.06 -0.82 2.51
H -1.57 -0.23 -3.55
H -1.90 -1.56 -2.31
H -2.53 -0.10 -2.00
H -0.29 1.04 -1.72
H 0.52 -0.19 -2.40
H -1.08 -0.71 0.03
H 0.10 -1.86 -0.69
H 1.76 -0.52 -0.35
H 1.96 -0.18 2.14
H 1.66 -1.79 1.48
H 0.19 -1.42 3.41
H -0.82 -1.24 2.06
H -0.19 0.18 2.85
O -0.04 2.80 0.49
H 0.17 2.99 -0.44
H 0.68 2.15 0.59

Results of the natural (NBO) charge analysis, in e, for atoms 1 through 8:
1. C -0.6191
2. C -0.3975
3. C -0.2225
4. N -0.6334
5. C -0.2210
6. C -0.6220
7. H 0.2191
8. H 0.2088


# 5
The following is a DFT calculation (ωB97M-V/def2-TZVPD) of a molecular structure, C5H11NS.

## Properties
Lowest unoccupied orbital energy   -0.89 eV
ΔE to the lowest compared entry with this formula, charge and spin   507.2 kJ/mol
Kohn-Sham gap   7.301 eV

Positions of all 18 atoms, in Å:
C 2.18 -0.55 0.27
C 0.89 -0.87 1.02
S 0.31 -2.58 0.85
H 2.07 -0.87 -0.77
H 3.07 -1.02 0.64
H 2.31 0.57 0.27
H 0.92 -0.74 2.10
H 0.07 -0.31 0.53
H -0.53 -2.34 -0.19
C -1.59 0.60 -1.14
C -0.23 0.58 -1.36
C -1.86 1.43 0.64
N -2.48 1.51 -0.52
H -2.12 -0.30 -1.47
H 0.34 1.43 -0.93
H 0.17 0.25 -2.30
H -1.06 2.16 0.90
H -2.45 1.04 1.48

Results of the natural (NBO) charge analysis, in e, for atoms 1 through 8:
1. C -0.6179
2. C -0.5365
3. S -0.0684
4. H 0.2171
5. H 0.2149
6. H 0.2023
7. H 0.2148
8. H 0.2383


# 6
The following is a DFT calculation (ωB97M-V/def2-TZVPD) of 2 unconnected molecules or ions with the total composition C5H16NO.

## Properties
Lowest unoccupied orbital energy   -3.34 eV
ΔE to the lowest compared entry with this formula, charge and spin   76.1 kJ/mol
Charge   +1
Kohn-Sham gap   11.363 eV

Positions of all 23 atoms, in Å:
C 0.56 -0.56 -1.80
C 0.59 0.40 -0.64
C -0.76 0.98 -0.14
C -1.81 -0.16 -0.02
C -0.62 1.75 1.15
N 0.25 -1.99 -1.36
H 1.53 -0.61 -2.29
H -0.15 -0.32 -2.58
H 1.21 1.23 -0.99
H 1.20 0.04 0.20
H -1.06 1.62 -0.96
H -2.27 -0.37 -0.99
H -2.59 0.12 0.69
H -1.38 -1.08 0.39
H 0.05 2.59 0.96
H -1.55 2.22 1.45
H -0.25 1.22 2.02
H -0.70 -2.04 -1.04
H 0.48 -2.66 -2.09
H 0.81 -2.21 -0.56
H 1.51 0.39 2.80
H 2.80 -0.27 3.25
O 2.14 -0.29 2.54

Results of the natural (NBO) charge analysis, in e, for atoms 1 through 8:
1. C -0.2150
2. C -0.4507
3. C -0.2125
4. C -0.6252
5. C -0.6111
6. N -0.6703
7. H 0.2343
8. H 0.2295


# 7
The following is a DFT calculation (ωB97M-V/def2-TZVPD) of 2 unconnected molecules or ions with the total composition C2H3BrF2O2.

## Properties
SMILES string   O=C(F)[C@H](O)F.Br
Lowest unoccupied orbital energy   0.56 eV
ΔE to the lowest compared entry with this formula, charge and spin   0.0 kJ/mol
Kohn-Sham gap   11.767 eV

Positions of all 10 atoms, in Å:
O -2.57 0.83 0.61
C -1.54 0.68 0.06
F -0.67 1.71 -0.06
C -0.97 -0.55 -0.65
O -1.21 -0.51 -2.00
F -1.54 -1.66 -0.10
H 0.12 -0.61 -0.50
H -2.15 -0.62 -2.18
Br 2.51 -0.33 3.13
H 2.59 1.05 2.94

Results of the natural (NBO) charge analysis, in e, for atoms 1 through 8:
1. O -0.4859
2. C 0.8047
3. F -0.3372
4. C 0.3666
5. O -0.6785
6. F -0.3378
7. H 0.1775
8. H 0.4902


# 8
The following is a DFT calculation (ωB97M-V/def2-TZVPD) of a gas-phase ion, C7H15N2 (charge +1).

## Properties
Lowest unoccupied orbital energy   -3.95 eV
ΔE to the lowest compared entry with this formula, charge and spin   273.0 kJ/mol
Charge   +1
Kohn-Sham gap   6.469 eV

Positions of all 24 atoms, in Å:
C -0.33 -0.74 1.11
C -0.02 1.97 0.21
C 1.28 1.37 -0.35
C -1.45 -0.01 0.33
C 1.20 -1.04 0.63
C -2.64 -0.75 -0.10
C 1.25 -1.72 -0.71
N -1.21 1.20 -0.11
N 1.88 0.31 0.52
H -0.21 -0.18 2.04
H -0.72 -1.71 1.38
H 0.07 2.07 1.29
H -0.14 2.96 -0.22
H 1.10 0.93 -1.33
H 2.01 2.17 -0.46
H -3.31 -0.15 -0.71
H -3.18 -1.11 0.78
H -2.34 -1.64 -0.65
H 0.83 -2.72 -0.61
H 2.28 -1.84 -1.03
H 0.70 -1.22 -1.52
H -1.89 1.65 -0.71
H 2.82 0.09 0.16
H 1.99 0.67 1.47

Results of the natural (NBO) charge analysis, in e, for atoms 1 through 8:
1. C -0.5795
2. C -0.2545
3. C -0.2529
4. C 0.5182
5. C -0.1630
6. C -0.7030
7. C -0.6834
8. N -0.4816


# 9
The following is a DFT calculation (ωB97M-V/def2-TZVPD) of a molecular structure, C44H55N6O4P2Ti.

## Properties
Lowest unoccupied orbital energy   -2.91 eV
ΔE to the lowest compared entry with this formula, charge and spin   86.8 kJ/mol
Charge   +1
Kohn-Sham gap   7.133 eV

Positions of all 112 atoms, in Å:
Ti 0.29 0.08 0.30
C 4.41 -3.44 0.80
C 3.12 -2.82 0.27
C 1.93 -3.62 0.78
P 2.87 -1.00 0.48
C 4.33 -0.35 -0.52
C 4.03 0.87 -1.38
C 5.60 -0.06 0.29
C 3.11 -0.49 2.20
C 4.21 -0.85 2.98
C 4.35 -0.43 4.29
C 3.37 0.40 4.83
C 2.27 0.78 4.08
C 2.12 0.34 2.76
N 0.94 0.63 2.04
C -0.20 1.07 2.82
C -0.40 2.38 3.19
C -1.55 2.73 3.89
C -2.48 1.75 4.21
C -2.28 0.43 3.82
C -1.13 0.08 3.14
P -0.75 -1.55 2.39
C 0.17 -2.41 3.76
C -0.13 -1.94 5.18
C 0.07 -3.95 3.70
C -2.41 -2.30 2.12
C -2.38 -3.27 0.93
C -3.10 -2.95 3.32
H 4.49 -4.46 0.44
H 4.40 -3.48 1.89
H 5.31 -2.91 0.48
H 3.14 -2.91 -0.82
H 1.88 -3.54 1.87
H 2.05 -4.67 0.54
H 0.98 -3.28 0.37
H 4.53 -1.19 -1.19
H 3.75 1.73 -0.77
H 3.23 0.70 -2.10
H 4.93 1.14 -1.93
H 5.42 0.69 1.06
H 6.34 0.35 -0.39
H 6.04 -0.94 0.76
H 4.97 -1.48 2.57
H 5.20 -0.73 4.88
H 3.46 0.75 5.85
H 1.51 1.40 4.53
H 0.34 3.14 2.92
H -1.71 3.75 4.19
H -3.38 2.02 4.75
H -3.03 -0.31 4.06
H 1.21 -2.13 3.54
H -1.16 -2.15 5.47
H 0.05 -0.87 5.32
H 0.52 -2.48 5.87
H -0.75 -4.30 4.32
H 0.98 -4.40 4.09
H -0.09 -4.35 2.69
H -3.00 -1.43 1.82
H -1.81 -4.17 1.17
H -1.93 -2.81 0.05
H -3.40 -3.57 0.68
H -2.67 -3.91 3.56
H -4.15 -3.12 3.08
H -3.07 -2.34 4.22
C -0.02 3.61 -6.51
O -0.73 2.59 -7.18
C -1.69 1.91 -6.50
C -2.07 2.19 -5.19
C -3.08 1.44 -4.59
C -3.73 0.45 -5.31
C -3.37 0.22 -6.63
C -2.34 0.92 -7.22
N -4.88 -0.34 -4.90
N -5.05 -0.74 -3.74
C -4.12 -0.38 -2.69
C -4.60 0.19 -1.55
C -3.75 0.47 -0.44
C -2.43 0.14 -0.52
O -1.54 0.31 0.46
C -1.95 -0.56 -1.65
N -0.66 -1.00 -1.56
C -0.13 -1.59 -2.61
C -0.86 -1.84 -3.79
C -2.17 -1.47 -3.86
C -2.77 -0.80 -2.76
H 0.75 3.94 -7.19
H 0.44 3.23 -5.60
H -0.68 4.45 -6.26
H -1.61 2.99 -4.63
H -3.38 1.69 -3.58
H -3.93 -0.52 -7.20
H -2.06 0.74 -8.25
H -5.65 0.44 -1.49
H -4.13 0.95 0.45
H 0.90 -1.91 -2.52
H -0.37 -2.34 -4.61
H -2.75 -1.68 -4.75
C -0.16 5.44 -0.36
C -0.52 3.98 -0.35
N -1.53 3.44 0.22
O -2.33 4.35 0.92
C 0.36 3.03 -1.07
C 1.14 3.48 -2.27
N 0.46 1.85 -0.61
O 1.24 0.88 -1.13
H -0.76 5.99 0.35
H -0.32 5.87 -1.35
H 0.90 5.56 -0.12
H -3.01 3.79 1.30
H 2.06 3.99 -1.95
H 0.56 4.20 -2.85
H 1.42 2.64 -2.90

Results of the Mulliken charge analysis, in e, for atoms 1 through 8:
1. Ti -0.9615
2. C -1.7780
3. C 0.4175
4. C -1.3687
5. P 1.4512
6. C 0.7915
7. C -1.5764
8. C -1.6066


# 10
The following is a DFT calculation (ωB97M-V/def2-TZVPD) of a molecular structure, C5H13BNO2Tl.

## Properties
Lowest unoccupied orbital energy   -11.44 eV
Charge   +2
Kohn-Sham gap   4.921 eV

Positions of all 23 atoms, in Å:
C 3.24 -0.14 -0.47
C 2.28 -0.06 0.73
C 0.89 0.57 0.59
N -0.17 -0.45 0.53
C -1.29 -0.31 -0.31
C -2.29 0.93 -0.19
O -3.37 0.48 0.58
B -3.40 -0.88 0.41
O -2.18 -1.39 0.05
H 4.05 0.58 -0.37
H 2.78 0.06 -1.44
H 3.70 -1.13 -0.52
H 2.11 -1.07 1.08
H 2.81 0.48 1.51
H 0.80 1.25 -0.25
H 0.72 1.14 1.50
H -0.49 -0.71 1.45
H -1.08 -0.49 -1.37
H -2.69 1.01 -1.21
H -1.93 1.93 0.07
H -3.99 -1.48 1.36
H -4.40 -1.17 -0.32
Tl 2.99 0.96 -3.16

Results of the natural (NBO) charge analysis, in e, for atoms 1 through 8:
1. C -0.5731
2. C -0.4230
3. C -0.2209
4. N -0.5772
5. C 0.2351
6. C -0.1492
7. O -0.4082
8. B 0.3251


# 11
The following is a DFT calculation (ωB97M-V/def2-TZVPD) of a molecular structure, C6H7N.

## Properties
Lowest unoccupied orbital energy (spin up / spin down)   0.70 / 0.70 eV
ΔE to the lowest compared entry with this formula, charge and spin   822.5 kJ/mol
Kohn-Sham gap (spin up / spin down)   7.081 / 7.080 eV

Positions of all 14 atoms, in Å:
C -1.83 -0.92 -0.08
C -0.36 -0.87 0.31
C 0.74 -0.27 -0.68
C 1.59 0.23 0.50
C 1.30 1.35 -0.40
N -0.04 1.25 -0.20
C 0.13 0.35 1.03
H -2.39 -1.29 0.80
H -1.95 -1.70 -0.85
H -2.36 -0.02 -0.43
H 1.06 -0.58 -1.69
H 2.50 -0.25 0.87
H 1.80 1.92 -1.17
H -0.16 0.81 1.99

Results of the natural (NBO) charge analysis, in e, for atoms 1 through 8:
1. C -0.6715
2. C -0.2621
3. C -0.0464
4. C -0.2473
5. C 0.0035
6. N -0.2384
7. C -0.0942
8. H 0.2184


# 12
The following is a DFT calculation (ωB97M-V/def2-TZVPD) of a single C15H17N3OS2 molecule.

## Properties
SMILES string   CCc1cc(C(=O)NNC(=S)NCc2ccccc2)cs1
Lowest unoccupied orbital energy   0.68 eV
ΔE to the lowest compared entry with this formula, charge and spin   96.5 kJ/mol
Kohn-Sham gap   9.007 eV

Positions of all 38 atoms, in Å:
C 3.33 -3.16 4.44
C 3.93 -2.02 3.61
C 3.36 -1.99 2.24
C 2.48 -1.11 1.71
C 2.12 -1.41 0.36
C 1.20 -0.65 -0.50
O 0.86 -1.00 -1.62
N 0.71 0.49 0.04
N -0.10 1.28 -0.75
C -0.30 2.58 -0.45
S 0.27 3.21 0.98
N -0.97 3.35 -1.33
C -1.58 2.87 -2.56
C -2.65 1.83 -2.30
C -2.54 0.55 -2.84
C -3.51 -0.40 -2.58
C -4.59 -0.08 -1.77
C -4.70 1.19 -1.23
C -3.73 2.14 -1.50
C 2.74 -2.54 -0.09
S 3.76 -3.24 1.09
H 2.25 -3.04 4.52
H 3.76 -3.16 5.44
H 3.54 -4.12 3.97
H 3.73 -1.07 4.10
H 5.02 -2.16 3.55
H 2.11 -0.27 2.26
H 1.03 0.98 0.87
H -0.29 0.85 -1.65
H -1.21 4.26 -0.99
H -2.01 3.74 -3.06
H -0.80 2.46 -3.21
H -1.71 0.29 -3.47
H -3.42 -1.39 -3.00
H -5.35 -0.82 -1.56
H -5.54 1.44 -0.60
H -3.82 3.13 -1.07
H 2.63 -2.99 -1.06

Results of the natural (NBO) charge analysis, in e, for atoms 1 through 8:
1. C -0.5929
2. C -0.4327
3. C -0.1662
4. C -0.2454
5. C -0.1966
6. C 0.6530
7. O -0.6457
8. N -0.4445